[1]
The following is a quantum chemistry calculation of a single C5H6Cl4Si2 molecule at a distorted geometry, from OMol25.

```
! RIJCOSX wB97M-V def2-TZVPD def2/J DEFGRID3
* xyz 0 1
C 1.1286 0.2947 0.0332
C 0.9120 1.4666 0.9488
C -0.4684 -1.5471 -0.4024
C -0.1988 -0.0160 -0.6742
C -0.1427 2.2894 1.0776
Si 1.1892 -2.3393 0.1242
Si -1.4463 1.4376 -0.0319
Cl 1.7640 -3.2919 -1.6295
Cl 1.1506 -3.6816 1.6245
Cl -1.8882 2.6502 -1.6369
Cl -3.2423 0.8057 0.8594
H 1.7965 0.6582 -0.7075
H 1.8123 1.7145 1.3399
H -1.2554 -1.6597 0.4478
H -0.9462 -2.0438 -1.2260
H -0.0398 0.0026 -1.7106
H -0.1250 3.2600 1.5635
*
```

Values from the calculation:
HOMO level   -8.64 eV
Kohn-Sham gap   7.3 eV
Total energy   -71129.8139 eV
Molecular weight   264.1 g mol⁻¹

***

[2]
The following is a quantum chemistry calculation of a single C5H6ClFS molecule at a distorted geometry, from OMol25.

```
! RIJCOSX wB97M-V def2-TZVPD def2/J DEFGRID3
* xyz 0 1
F -0.1628 -2.2189 0.3464
C 1.1041 -1.5552 0.2036
Cl 1.7422 -1.3233 1.9931
C 0.5355 -0.0309 -0.1131
C -0.3636 0.3251 -1.2226
C -0.9903 1.4516 -0.2502
S -1.5948 3.1039 -0.4507
C -0.4835 0.6384 0.8915
H 1.8655 -2.1114 -0.4201
H 1.4956 0.6470 -0.1774
H -0.0337 0.5077 -2.1733
H -1.4063 -0.1818 -1.3975
H -0.2880 1.0110 1.9048
H -1.4199 -0.2632 0.8657
*
```

Values from the calculation:
HOMO level   -8.68 eV
Kohn-Sham gap   8.2 eV
Total energy   -31353.6385 eV
Molecular weight   152.6 g mol⁻¹

***

[3]
The following is a quantum chemistry calculation of a single C5H6ClN molecule at a distorted geometry, from OMol25.

```
! RIJCOSX wB97M-V def2-TZVPD def2/J DEFGRID3
* xyz 0 1
Cl -2.0910 -0.1893 -0.2061
C -0.5278 0.0675 0.5752
C 0.1696 1.3390 0.3304
C 1.2786 1.2153 -0.3525
C 1.5415 -0.1792 -0.6786
N 1.8011 -0.8646 0.6019
C 0.4442 -0.9402 -0.0401
H -0.6060 0.0731 1.6695
H -0.1925 2.2521 0.8944
H 1.8297 2.1028 -0.5998
H 1.9170 -0.4747 -1.7010
H 2.3677 -1.7898 0.5491
H 0.1875 -1.9082 -0.5277
*
```

Values from the calculation:
HOMO level   -9.76 eV
Kohn-Sham gap   10.8 eV
Total energy   -19292.6741 eV
Molecular weight   115.6 g mol⁻¹